No. 1
14 unconnected molecules or ions with the total composition C27H79N27O17S3 at a distorted geometry. Source: the Open Molecules 2025 dataset; level of theory: ωB97M-V/def2-TZVPD.

XYZ file:
```
153
Properties=species:S:1:pos:R:3:forces:R:3
O -10.499783 1.278930 4.048889 0.1 0.0 0.3
N 4.082544 -2.806723 3.398074 0.2 0.0 -0.3
H -4.008736 1.873510 0.338984 0.2 -0.1 -0.1
N 10.173204 -4.120963 0.800329 0.0 0.0 -0.1
O -1.555591 0.449553 0.718347 -0.3 -0.4 0.3
N -14.908818 -1.159753 5.393755 0.0 0.0 0.0
H -0.316332 -3.211592 -0.199716 0.2 -0.1 0.1
N 4.697064 -4.888333 6.591773 -0.1 0.0 -0.1
N 14.900425 -0.826848 4.540947 0.0 0.0 -0.1
O -13.375848 -0.209040 6.766813 0.0 0.0 0.0
H -9.015919 3.090006 4.862914 0.0 0.0 0.0
H 15.082938 -0.144455 5.251188 0.0 0.0 0.0
O -7.848083 3.647659 0.411445 0.0 0.2 0.1
N 12.003951 -2.780049 1.257449 0.1 -0.2 -0.1
H 14.009727 1.085892 2.116096 0.0 0.0 0.0
H -3.962648 7.734556 -1.590727 0.0 0.0 0.0
H -0.575036 -0.840019 1.988014 -0.2 -0.2 0.2
C -2.719464 0.553162 -3.703850 0.3 0.8 -0.2
H -3.645842 -2.326999 -0.267295 0.0 0.1 0.1
H 0.169476 3.874940 -10.778825 0.0 0.0 0.0
N -9.366081 5.037710 1.369891 0.1 0.0 0.1
H 15.035560 -1.798905 4.757411 0.0 0.0 0.0
N 14.316226 0.825284 3.033763 0.0 0.0 0.0
O -0.631782 2.390722 -8.969015 -0.1 -0.1 0.0
H -4.251800 3.072721 -3.160850 0.0 -0.1 0.1
H 3.924761 -3.796590 3.425281 -0.1 0.0 0.0
H -4.630149 0.347502 -2.220289 -0.3 -0.2 -0.1
H -2.864568 0.655884 -2.633842 0.2 -0.1 -0.2
C -3.763826 -2.772968 -1.253820 -1.0 -0.4 0.1
H -5.123366 -0.711084 0.553143 0.0 0.0 0.1
H -1.866116 -1.580062 0.973986 -0.2 0.0 -0.1
H 4.194706 -5.568154 7.129652 0.0 0.0 0.0
C 7.083317 -1.321991 0.879108 0.0 0.0 0.0
H -3.647891 1.910675 -5.104688 0.1 0.0 -0.2
C 3.308560 -2.080698 2.544276 0.0 0.2 0.2
H -2.129360 -4.057458 -1.056769 0.0 -0.1 0.0
C -3.189235 3.061995 -3.393123 0.4 0.3 -0.3
C -2.839762 1.947361 -4.372470 -0.5 -0.3 0.1
O 5.202876 -2.734355 6.105974 0.0 0.1 -0.1
H 5.450954 -2.317180 1.529622 0.0 -0.1 0.0
C -8.789804 3.808025 1.175504 -0.2 0.0 0.0
H 12.948895 -2.673803 1.588309 -0.1 0.2 0.1
C -4.893352 2.193982 -0.210996 -0.3 0.1 0.1
H 5.351008 -5.201128 5.899123 0.1 0.0 0.0
N 0.751463 3.881830 -9.962635 0.0 0.0 0.0
H 9.635515 -3.329946 0.498155 0.0 0.0 0.1
H -2.550481 -3.792964 -2.717245 -0.2 -0.1 -0.1
H 0.977103 5.382756 -4.081301 0.0 0.0 0.0
N -9.874719 0.191672 5.941349 0.1 -0.1 -0.1
C 14.478806 -0.507341 3.285964 0.1 0.0 0.2
O -5.530690 6.524915 -3.080502 0.0 0.0 0.0
O 0.085736 3.223913 -4.905362 0.2 0.0 -0.2
C -4.365968 -1.874000 -3.428692 -0.1 -0.3 0.1
C 11.467314 -4.031994 1.251210 0.0 0.1 0.0
H 15.154133 -3.841713 3.406125 0.0 -0.1 -0.1
H 0.884037 2.605919 -1.889311 0.0 0.2 -0.2
O 0.590091 1.658320 0.877935 0.2 0.2 0.3
H -6.789268 1.377340 -0.862264 0.0 0.1 -0.1
C -3.327228 -1.074544 -9.456895 0.0 0.0 0.1
H -7.094418 5.173695 -1.674324 0.0 -0.1 0.0
O 12.087466 -5.014109 1.623004 0.0 0.0 0.0
N -9.067942 2.299798 5.477888 0.0 0.0 0.0
H 11.504572 -1.963912 0.962929 -0.1 0.0 0.0
N 18.006004 -4.942873 4.417701 0.0 0.0 0.0
N 7.878430 -1.144969 -0.228186 0.1 -0.2 0.0
H -15.471582 -1.399976 6.187273 0.0 0.0 0.0
H -15.225570 -1.406464 4.476153 0.0 0.0 0.0
C -0.148454 -2.383023 -0.882102 -0.4 0.8 -0.8
O 14.260533 -1.357781 2.434446 0.1 0.0 -0.1
C -1.308485 -2.234022 -1.887774 -0.5 -0.3 0.4
H -1.744975 -1.248310 -1.726859 0.0 0.1 -0.3
H -4.429542 -3.624319 -1.120251 -0.1 -0.1 0.0
C 0.042196 -1.132687 -0.050225 0.9 -0.9 0.3
N 3.553618 -0.738917 2.543445 -0.1 0.0 0.0
N 16.116875 -4.124769 3.363413 0.0 0.1 0.1
H -4.617442 7.149131 -0.101441 0.0 0.0 0.0
O -1.081475 2.225110 -0.837883 -0.3 0.1 0.2
H -5.255254 3.101167 0.267182 0.0 0.1 -0.1
C -5.540387 6.477392 -1.864188 0.0 -0.1 0.0
H 8.653598 -0.516369 -0.135135 0.0 0.1 0.0
C -2.437103 -3.286091 -1.765081 0.7 0.1 0.1
N -3.983790 -2.029631 -8.720513 0.0 0.0 0.0
C -1.043180 -0.877943 1.008760 0.4 0.7 0.0
N 1.181815 3.110789 -7.822881 0.0 -0.2 -0.1
H 14.487034 1.540754 3.713636 0.0 0.0 0.0
H 18.518554 -4.936599 3.557341 0.0 0.0 0.0
H 9.752162 -5.029827 0.802797 0.0 0.0 0.0
H -2.595022 3.011556 -2.481389 -0.1 -0.1 0.0
C -5.514969 -0.293524 -0.375976 0.1 -0.1 -0.4
O 16.096904 -4.570135 5.583619 0.0 0.1 0.1
H -8.946499 1.873862 1.759054 0.0 0.0 0.0
H 5.813756 -2.648258 -0.131701 0.0 0.0 0.0
C 4.572926 -3.538999 6.772757 0.0 -0.1 0.1
H -2.964444 4.021033 -3.859241 -0.1 0.1 0.0
S -3.935205 -0.538458 -4.478350 -0.3 0.1 -0.3
H -6.449006 5.660677 -0.159178 0.1 -0.2 0.0
N -2.698294 -0.111094 -8.724668 0.0 0.0 -0.2
H 3.010322 -0.164313 1.925252 0.0 0.0 0.0
H 16.593521 -4.074337 2.483986 0.0 0.0 0.0
C -4.438874 -0.413203 -1.471061 -0.8 0.1 0.9
H -2.712055 -0.097148 -7.723336 0.0 0.0 0.0
H -9.000658 5.809387 0.844258 0.0 0.0 -0.1
N -4.637615 7.178345 -1.102178 0.0 0.0 0.0
H -3.475973 -0.190695 -1.006856 0.1 0.0 -0.1
N 1.004030 4.646933 -3.401107 0.1 0.0 0.0
N -6.436749 5.727524 -1.158534 0.0 0.3 -0.1
H 4.251922 -0.309107 3.122823 0.1 0.0 0.0
N -12.989686 -0.183378 4.536497 0.1 -0.1 0.2
O 2.462837 -2.595032 1.820421 -0.1 0.0 -0.1
C -13.734697 -0.494712 5.635023 0.0 0.0 0.0
N 0.551750 2.454895 -2.822830 0.6 0.2 -0.8
H -13.257160 -0.423627 3.600988 0.0 0.0 0.0
H 0.784227 -2.530493 -1.420689 0.1 -0.3 0.1
H -2.204569 0.619784 -9.212860 0.0 0.0 0.1
H -4.459296 -2.751354 -9.226346 0.0 0.0 0.0
S -4.744497 -3.280047 -4.193275 -0.1 -0.2 -0.2
C 0.523939 3.426345 -3.783707 0.0 -0.3 0.4
H 1.005399 -1.232241 0.438504 0.1 0.1 0.3
H 1.352377 4.841404 -2.482145 0.0 0.0 0.0
H 2.008488 3.671337 -7.756900 0.0 0.1 0.0
H 18.456730 -5.259252 5.254719 0.0 0.0 0.0
H 0.902851 2.560438 -7.029462 -0.1 0.2 0.1
H -0.924976 -2.272857 -2.901886 0.1 0.2 -0.1
C -5.998409 1.140441 -0.155861 0.3 -0.2 0.4
H 4.773701 -2.411333 4.017204 -0.1 0.0 0.2
H -10.459315 -0.590077 5.705657 0.0 0.0 0.1
H -10.148525 5.189669 1.977090 0.0 0.0 0.0
H 3.177651 -3.793989 8.311194 0.0 0.0 0.0
H -4.010703 -2.035985 -7.716974 0.0 0.0 0.0
H 3.595259 -2.166687 7.903355 0.0 0.0 0.0
N 6.032868 -2.174631 0.723590 0.1 0.0 0.0
H -1.930650 2.165664 -4.918118 0.2 0.1 0.0
H 0.188805 1.552809 -3.067970 0.0 0.0 0.0
N 3.701720 -3.151462 7.749079 0.0 0.0 0.0
S -0.439130 1.271140 -0.021040 -0.2 -0.6 0.1
H -12.122385 0.319253 4.677631 -0.3 0.1 -0.4
H 1.568537 4.460220 -9.947693 0.0 0.0 0.0
H -4.628766 2.456876 -1.232674 0.2 -0.1 0.1
C -9.851996 1.254290 5.098931 0.0 0.1 -0.1
H -6.438681 1.189754 0.839767 -0.2 0.0 0.0
H -9.373412 0.170526 6.808493 -0.1 0.0 0.0
C 16.696361 -4.551299 4.521988 0.1 0.0 -0.1
C 0.370589 3.082922 -8.917708 0.1 0.0 0.1
O 7.310811 -0.751368 1.931148 0.0 0.1 0.0
O 0.123764 0.054976 -0.877311 -0.6 0.3 -0.2
H 7.716206 -1.594992 -1.108946 -0.1 0.0 0.0
H -10.108076 2.880387 2.524845 -0.1 -0.1 0.0
H -1.717935 0.179099 -3.903409 0.0 -0.4 0.1
N -9.338446 2.787943 1.887367 0.2 0.2 0.0
N -4.460503 -1.749542 -2.070567 1.6 0.8 -0.3
H -6.349837 -0.917755 -0.691006 -0.1 -0.1 0.1
H -8.533084 2.307074 6.325134 0.0 0.0 0.0
O -3.314257 -1.095500 -10.676869 0.0 0.0 0.0
```
Positions in Å, forces in eV/Å.

spin multiplicity	1
HOMO energy	-7.868	eV
energy relative to the best compared isomer or geometry (same formula, charge and spin)	0.00	kcal per mole



No. 2
11 unconnected molecules or ions with the total composition C27H79N5O11 at a distorted geometry. Source: the Open Molecules 2025 dataset; level of theory: ωB97M-V/def2-TZVPD.

XYZ file:
```
122
Properties=species:S:1:pos:R:3:forces:R:3
H 42.112252 -8.037042 -2.845257 -0.2 0.4 -0.3
H 43.189449 -12.065914 -9.407304 0.1 -0.1 0.2
O 41.204656 -13.657923 -6.130767 0.6 -0.3 -0.3
H 39.455236 -10.589365 -5.952397 0.0 0.0 -0.1
H 36.685757 -9.330184 -5.686451 0.0 0.0 0.1
C 43.517291 -14.423054 -9.075989 0.8 -1.1 -0.4
H 44.907048 -11.882926 -9.840490 0.0 0.0 0.1
C 46.740742 -9.648055 -7.828839 -0.1 -0.4 -0.7
C 38.745961 -9.782791 -6.127631 -0.3 -0.3 -0.7
H 42.711702 -11.632509 0.041054 -0.3 -0.1 0.3
C 42.112427 -10.447440 -4.868747 0.3 -0.5 -0.6
C 45.391350 -9.386721 -7.167660 1.1 0.4 -0.3
H 44.378279 -15.755800 -6.395776 -0.2 0.2 0.7
H 42.444961 -14.207362 -9.037693 0.0 0.3 0.3
H 40.980334 -11.068216 -3.338561 0.0 -0.3 -0.2
H 37.362509 -9.845649 -2.162208 0.3 -0.2 0.2
H 41.690440 -13.920857 -2.441842 0.1 -0.1 0.2
H 42.697979 -10.206307 -0.985067 0.1 0.0 0.1
C 45.533071 -7.643825 -2.001042 0.0 1.4 -0.4
H 38.569014 -9.677164 -7.203159 0.4 -0.1 -0.1
H 38.033034 -14.740620 -6.282774 -0.1 0.1 0.1
C 40.831269 -14.359460 -1.934642 -0.4 0.8 0.2
H 38.669201 -13.122567 -5.766062 -0.5 -0.2 0.2
C 40.517834 -13.651446 -0.621823 0.4 -0.4 0.3
H 46.210535 -8.320353 -1.487744 -0.1 -0.2 -0.1
H 37.491937 -10.307201 -4.467574 -0.2 -0.3 0.0
H 40.741924 -5.757906 -4.214671 -0.1 0.1 -0.1
O 40.380307 -12.639884 -9.798456 0.0 0.3 -0.3
H 39.278483 -12.138566 -1.500063 0.0 0.0 0.0
H 39.623969 -15.325432 0.256641 0.1 0.0 -0.6
H 44.386966 -9.149387 -8.802012 -0.2 -0.1 0.0
H 42.048158 -7.563146 -1.332910 -0.1 0.4 0.1
O 38.206041 -7.947772 -2.192984 0.4 0.1 -0.2
H 43.396993 -13.817209 -3.572579 -0.1 0.3 -0.4
C 37.391070 -10.153523 -5.543398 0.2 0.7 0.2
H 43.077621 -15.949070 -7.230002 0.0 0.4 -0.4
C 45.462981 -7.965314 -3.486261 0.2 -2.0 0.2
O 44.303837 -9.725710 -8.033795 0.2 -0.1 0.3
H 38.789630 -11.853357 -8.868751 -0.3 0.8 0.0
H 41.326318 -8.142676 -7.059072 -0.2 0.6 0.0
H 40.175546 -7.966413 -8.428831 0.0 0.0 0.0
H 46.740430 -10.569502 -8.419452 -0.3 0.0 0.0
C 42.060267 -6.918622 -8.763479 -1.6 0.5 1.3
H 41.508290 -10.254651 0.298537 0.1 -0.3 0.4
N 41.855410 -7.224849 -2.276598 0.3 -0.4 0.7
H 46.045826 -15.598036 -8.007249 -0.3 -0.1 0.2
O 36.872676 -11.334086 -6.143480 0.1 -0.2 0.3
H 42.112346 -11.812612 -6.295323 0.3 -0.1 -0.4
O 45.065991 -9.360552 -3.592260 -0.8 0.2 -0.4
H 39.977622 -14.186725 -2.596079 -0.1 -0.4 -0.1
H 39.201531 -8.851393 -5.795755 -0.3 0.0 0.4
H 45.357424 -9.920772 -6.219619 -0.7 0.0 -0.1
H 41.408712 -13.673275 0.020985 0.2 0.1 -0.2
H 40.091936 -6.113835 -1.833632 0.4 0.3 -0.2
H 40.367375 -15.512658 -6.511931 0.3 0.0 0.2
O 42.468210 -9.369097 -4.356004 -0.2 -0.5 -0.2
C 40.432706 -6.946152 -2.451858 -0.2 -1.1 -0.3
C 38.843165 -14.020204 -6.362787 1.0 0.4 0.4
N 42.550491 -10.938798 -6.052729 -0.2 0.0 -0.1
H 39.979844 -9.082156 -2.358688 -0.2 0.0 -0.5
H 40.985565 -15.416580 -1.728995 0.0 -0.1 -0.3
C 39.585774 -10.477023 -10.436104 0.5 -0.8 -0.9
H 40.092060 -14.921067 -4.855176 0.4 0.1 0.0
C 45.754881 -14.569140 -7.803081 0.0 1.3 -0.1
H 43.787011 -11.964074 -1.986151 -0.1 -0.3 0.1
C 44.360291 -13.298683 -3.612077 -0.1 -0.8 0.4
O 42.001532 -7.001295 -10.176133 0.7 0.1 0.1
H 36.380389 -8.514058 -1.633042 0.0 0.0 0.2
C 39.588417 -8.136519 -1.963479 0.1 -0.1 0.6
C 44.625180 -12.605534 -2.269433 0.4 0.4 -1.6
H 45.092424 -14.098632 -3.758825 0.2 0.1 0.1
H 44.135503 -13.251157 -7.362763 0.0 -0.1 0.1
C 40.121311 -12.179470 -0.800349 -0.7 -1.0 -0.5
H 39.720282 -11.807954 0.150380 0.4 0.4 0.1
H 40.361390 -11.106334 -8.478224 -0.4 0.5 0.1
H 47.569323 -9.781366 -7.134657 -0.1 0.4 0.2
O 41.150268 -11.410663 -1.368149 0.2 0.1 0.7
H 36.374012 -11.110257 -6.932160 0.0 0.1 0.0
H 44.459515 -12.652672 -4.481562 -0.4 0.3 0.1
H 45.366826 -8.305251 -7.001455 -0.3 -0.1 0.6
H 40.557301 -10.347425 -10.923981 0.2 0.1 0.5
H 41.073070 -6.926622 -10.413408 0.0 0.0 -0.1
H 40.509122 -7.474739 -4.586434 0.5 -0.1 0.3
C 41.225749 -8.024670 -8.142698 0.9 -1.1 0.1
H 37.647040 -9.116333 -0.535674 0.2 0.0 0.0
C 37.394281 -8.916389 -1.580526 -0.7 0.2 -0.6
H 45.912485 -6.623008 -1.864609 0.1 -0.1 0.0
H 46.244654 -13.941395 -8.554180 -0.2 -0.1 -0.2
H 39.718035 -8.230849 -0.872545 0.2 0.1 0.1
C 42.061344 -10.880613 -0.405224 0.0 0.7 -1.1
H 39.202175 -9.479373 -10.246716 -0.4 -0.2 0.3
C 40.195364 -14.618107 -5.901769 -1.8 -0.2 -1.1
N 41.267820 -11.318993 -4.278317 -0.6 0.9 1.4
H 41.655974 -8.976159 -8.477146 -0.4 0.0 -0.3
H 46.165008 -14.187409 -6.864703 0.2 -0.5 0.2
H 40.845465 -12.108940 -4.737728 0.4 0.0 -0.1
H 43.565340 -15.491115 -9.320219 0.0 0.0 -0.1
H 44.779380 -13.409764 -1.550514 0.2 0.4 0.4
H 43.644577 -11.990152 -11.081580 0.1 -0.2 -0.1
H 40.969434 -12.932639 -9.100629 0.0 -0.1 0.0
H 46.454795 -7.981508 -3.943636 0.1 0.5 0.2
H 39.131432 -6.579431 -4.103521 0.1 0.4 0.0
N 39.421836 -14.340666 0.101208 0.3 0.5 0.6
H 39.528263 -13.981281 1.052136 -0.6 0.0 -0.1
H 39.059674 -11.019025 -11.228327 -0.6 0.4 0.1
H 43.056460 -6.912529 -8.321496 0.3 -0.3 -0.8
C 40.208441 -6.660881 -3.924040 -0.9 0.0 -0.1
H 46.927664 -8.827630 -8.526244 0.4 -0.1 0.0
C 44.248071 -14.281950 -7.720061 -0.1 -0.1 -1.2
H 38.900236 -13.621552 -7.376327 0.1 -0.4 -0.2
O 45.785752 -11.784204 -2.414747 -0.3 -0.2 0.6
C 39.713153 -11.450186 -9.289244 1.0 -1.0 0.3
H 41.978571 -14.169205 -6.453301 0.1 0.4 0.7
H 44.803616 -7.388926 -4.134065 -0.1 0.4 0.5
H 41.617968 -5.981422 -8.391363 0.2 0.2 -0.4
H 44.554758 -7.620918 -1.522323 -0.1 -0.3 -0.1
C 43.968705 -12.370779 -10.110358 -0.1 0.2 -0.4
O 44.119035 -13.783714 -10.178924 -0.4 0.5 0.6
N 43.613442 -15.207082 -6.777138 0.0 -0.6 0.3
H 43.156974 -10.475714 -6.708940 -0.1 0.4 0.0
H 45.470922 -10.940353 -2.797469 0.4 -0.1 0.1
H 44.096722 -9.389089 -3.796114 0.6 0.1 0.0
```
Positions in Å, forces in eV/Å.

spin multiplicity	1
HOMO energy	-9.035	eV
energy relative to the best compared isomer or geometry (same formula, charge and spin)	0.00	kcal per mole
SMILES string	COC[C@H](C)N.COC[C@H](C)N.COC[C@H](C)N.NC(N)=O.CCO.CCO.CCO.CCO.CCO.CCO.CCO